{
  "formula": "C21H27IN4O3PPt",
  "method": "the ωB97M-V functional and the def2-TZVPD basis",
  "s_squared": 6.016,
  "homo_ev": [-17.1, -18.2],
  "orbital_gap_ev": [8.6, 5.4],
  "spin_multiplicity": 5,
  "charge": 3,
  "energy_ha": -2018.5554,
  "species": ["Pt", "C", "N", "C", "C", "C", "C", "C", "C", "N", "C", "C", "C", "C", "C", "C", "N", "C", "C", "C", "C", "C", "N", "H", "H", "H", "H", "H", "H", "H", "H", "H", "H", "H", "H", "H", "H", "H", "H", "H", "H", "I", "C", "O", "P", "O", "C", "O", "C", "H", "H", "H", "H", "H", "H", "H", "H", "H"],
  "xyz": [[0.32521, -0.57410, -0.34330], [0.00267, -0.42055, 2.81890], [0.39458, -1.47098, 1.83213], [1.78250, -1.92233, 2.05059], [2.71594, -0.82824, 1.61220], [3.94974, -0.58367, 2.18466], [4.72668, 0.45706, 1.69299], [4.23912, 1.24015, 0.65543], [2.99342, 0.95094, 0.13641], [2.26817, -0.07576, 0.59622], [-0.57929, -2.57944, 1.81751], [-1.87273, -2.06492, 1.23912], [-3.11466, -2.53319, 1.62135], [-4.25097, -1.96210, 1.06244], [-4.10882, -0.91963, 0.15735], [-2.83851, -0.49983, -0.18126], [-1.74934, -1.08426, 0.33244], [-0.21695, 0.98537, 2.29503], [-0.47083, 1.98664, 3.22182], [-0.69505, 3.28046, 2.78223], [-0.65604, 3.54087, 1.41908], [-0.39672, 2.49846, 0.55396], [-0.18387, 1.24798, 0.98538], [-0.91309, -0.74409, 3.31785], [0.76835, -0.37540, 3.59648], [1.95242, -2.18888, 3.09697], [1.94765, -2.82953, 1.46139], [4.29568, -1.19687, 3.00620], [5.69675, 0.66397, 2.12554], [4.80826, 2.06896, 0.25847], [2.54829, 1.54159, -0.65544], [-0.17530, -3.38725, 1.20246], [-0.74062, -2.97662, 2.82306], [-3.18975, -3.32682, 2.35301], [-5.23398, -2.31363, 1.34678], [-4.96870, -0.43082, -0.27811], [-2.67593, 0.31619, -0.87340], [-0.49233, 1.74919, 4.27778], [-0.89594, 4.07305, 3.49048], [-0.82259, 4.53453, 1.02835], [-0.36229, 2.64783, -0.51659], [1.36877, -2.79600, -1.59869], [2.01799, 0.69179, -3.77282], [0.77807, -0.06527, -3.67871], [-0.32950, 0.16752, -2.58053], [-0.79623, 1.66234, -2.56941], [-1.39224, 2.30751, -3.75827], [-1.53765, -0.67355, -3.10911], [-1.55100, -1.75447, -4.09196], [2.36424, 0.56890, -4.79366], [2.74440, 0.27213, -3.07809], [1.82996, 1.74420, -3.56759], [-1.46838, 3.35826, -3.50417], [-2.37207, 1.87356, -3.93194], [-0.73872, 2.16459, -4.61506], [-2.55240, -1.76120, -4.50964], [-1.36022, -2.69451, -3.57786], [-0.81617, -1.56012, -4.86643]],
  "mulliken_spin": [1.41, -0.01, 0.28, 0.06, -0.04, 0.01, 0.00, 0.01, -0.01, 0.26, 0.06, -0.03, 0.01, 0.00, 0.01, -0.01, 0.26, -0.01, 0.01, -0.01, 0.01, 0.00, 0.19, 0.00, 0.00, 0.01, 0.03, 0.00, 0.00, 0.00, 0.01, 0.00, 0.00, 0.00, 0.00, 0.00, 0.01, 0.00, 0.00, 0.00, 0.00, 1.15, 0.01, 0.04, 0.20, 0.01, 0.01, 0.00, 0.01, 0.00, 0.00, 0.00, 0.00, 0.00, 0.00, 0.00, 0.00, 0.00]
}